(1)
60
Properties=species:S:1:pos:R:3 method="wB97M-V/def2-TZVPD" fmax_ev_per_a=3.36 e_tot_ev=-68595.804 e_lumo_ev="-10.1452 / -10.1435" homo_energy_ev="-15.820 / -15.819" total_charge=+3 spin_multiplicity=1 de_lowest_kj_mol=51.1
H 0.23 -3.12 -6.98
H -3.19 4.59 -2.16
H 3.09 3.33 0.44
H 1.88 -1.87 -0.40
C -0.62 -2.78 -3.74
C -1.01 -1.15 2.30
C 0.48 -0.79 -4.60
N -0.38 -1.78 -1.16
C -0.73 5.30 -0.11
O 2.74 1.27 2.58
H 3.39 -0.87 4.31
H 2.35 -3.73 1.27
N -3.42 -0.06 -1.39
C -0.50 -3.40 -4.97
C -0.53 0.09 2.71
H -1.34 6.19 -0.42
C 2.68 -0.15 2.42
C -1.38 -2.03 3.33
C 0.04 -2.72 -6.02
C -3.00 3.60 -1.77
H 2.72 3.73 2.03
C 0.45 -1.37 -5.86
C 2.95 -2.43 2.83
H -4.27 -0.30 -1.87
H -1.11 -3.31 -2.92
H -0.03 1.39 4.31
C -0.92 3.94 -0.29
C -1.96 3.19 -1.05
C -0.42 0.44 4.01
N -0.58 -1.06 -0.04
C -3.07 1.21 -1.27
H -0.65 -0.25 6.04
C 3.03 -1.11 3.34
H -1.13 -2.85 0.93
O -0.35 1.07 1.75
H -1.19 -2.56 5.39
C -0.06 -1.47 -3.52
N -2.00 1.76 -0.73
C -0.09 -0.98 -2.16
O 1.87 0.74 0.49
N 0.20 3.17 0.04
C 2.16 -1.75 0.65
H -3.02 -0.77 -0.78
C 2.22 -0.46 1.14
C 1.15 3.92 0.54
H -0.81 -4.44 -5.15
H 3.02 -3.29 3.48
C -1.20 -1.75 4.66
S -3.97 2.25 -2.19
B 2.26 1.76 1.43
Mo -0.17 1.02 -0.05
H 0.89 0.20 -4.46
S 0.91 5.59 0.48
H 0.90 -0.79 -6.68
N 2.37 3.30 1.17
C -0.90 -1.75 0.96
C 2.46 -2.70 1.57
C -0.75 -0.49 4.97
H -1.61 -3.04 3.00
O -0.12 0.34 -1.84

=====

(2)
60
Properties=species:S:1:pos:R:3 method="wB97M-V/def2-TZVPD" fmax_ev_per_a=2.80 e_tot_ev=-139152.160 e_lumo_ev="-1.2627 / -1.2894" homo_energy_ev="-6.846 / -6.842" spin_multiplicity=1
C -3.46 3.54 0.80
H -2.86 4.63 -0.94
O 3.54 0.21 2.02
O 1.96 -0.67 0.70
C -3.17 2.47 1.63
N -0.41 0.00 -3.11
H -1.82 0.86 2.05
C 4.74 1.61 -1.15
H -5.22 -1.85 -0.70
O 0.20 -2.46 -1.49
C -0.50 -0.94 3.88
C 1.18 1.83 -0.26
C -0.82 -0.73 -5.19
H 5.56 2.27 -1.41
C -2.05 1.69 1.40
H 1.81 -1.47 6.27
H 3.25 -0.93 4.28
C 0.01 1.14 0.11
C 1.38 -1.25 5.30
H 3.36 3.20 -0.99
C -2.63 3.81 -0.28
C -1.52 -0.70 -3.10
C -3.23 -1.25 0.05
C -1.50 3.03 -0.50
C 2.48 -0.33 1.87
C 4.99 0.20 -0.98
S 0.60 -3.51 -0.47
C -1.19 1.96 0.34
Br -2.37 -0.92 3.75
H -4.33 4.15 0.98
C 2.61 -0.18 -0.52
N -1.82 -1.15 -4.35
Os -0.16 -0.90 0.19
H 0.94 0.49 -4.69
C 2.41 1.30 -0.59
N -3.64 -1.36 -2.07
H -0.81 -0.98 -6.24
S -0.77 -3.16 1.02
H 2.00 -0.68 -1.29
H -3.82 2.24 2.47
H 6.00 -0.18 -1.11
N -2.07 -0.90 -0.61
N 0.24 -0.66 2.81
C -2.36 -0.97 -1.93
C 0.03 -0.02 -4.41
O 0.44 -4.85 -0.94
H -3.27 -1.29 1.11
H -0.66 -1.45 5.96
C 2.18 -0.95 4.22
H 4.17 -1.71 -0.49
C 4.01 -0.65 -0.65
H -0.87 3.24 -1.36
C 3.51 2.12 -0.93
C 1.57 -0.67 3.01
H -2.57 -1.76 -4.61
H -4.12 -1.49 -2.95
C 0.01 -1.24 5.14
O 1.90 -3.20 0.10
C -4.20 -1.54 -0.84
H 1.14 2.92 -0.30

=====

(3)
52
Properties=species:S:1:pos:R:3 method="wB97M-V/def2-TZVPD" fmax_ev_per_a=0.66 e_tot_ev=-80493.572 e_lumo_ev="3.0005 / 2.9924" homo_energy_ev="-4.601 / -4.703" total_charge=-1 spin_multiplicity=2
C -1.31 -0.30 -6.19
C -3.47 -3.09 4.28
C -1.91 -1.33 0.70
H -0.09 1.33 1.77
H 0.13 4.86 1.15
H -0.88 2.81 1.75
C -3.69 -2.64 1.92
C -1.28 -0.68 -3.78
C -4.18 -3.21 3.09
C 2.14 4.97 0.43
N -2.32 -1.80 -0.45
H 0.32 0.88 -6.95
H -1.78 -0.44 -7.16
H -3.85 -3.53 5.19
C 2.37 0.73 1.17
H -2.77 -1.42 -5.11
H 1.38 1.20 -4.75
H 4.19 4.77 -0.21
C -1.78 -1.81 3.13
C 0.47 0.63 -4.85
C 2.08 -1.56 0.56
C 3.00 -1.96 1.52
H -1.70 -2.30 5.22
C 1.07 2.93 1.22
C -0.07 0.08 -3.65
N 0.00 2.33 1.85
H -2.90 -1.82 -2.84
C 3.28 0.33 2.15
O -1.04 -0.40 0.85
H -4.23 -2.73 0.99
H -0.84 -1.27 3.12
C -1.98 -1.27 -2.65
H 4.29 -1.31 3.12
H 4.24 2.33 0.21
C -2.27 -2.39 4.30
Cu 0.03 -0.17 -0.77
H 1.63 -2.33 -0.07
C 2.24 2.21 0.93
C 3.34 2.90 0.43
H 2.09 6.03 0.24
H 3.25 -3.01 1.63
C -0.13 0.45 -6.07
O 0.56 0.30 -2.54
H -5.12 -3.74 3.08
H 3.76 1.09 2.77
C -2.49 -1.94 1.94
N -1.57 -1.19 -1.45
C 1.71 -0.22 0.36
C 3.59 -1.01 2.34
C 3.32 4.27 0.18
C -1.86 -0.84 -5.05
C 1.04 4.31 0.94

=====

(4)
58
Properties=species:S:1:pos:R:3 method="wB97M-V/def2-TZVPD" fmax_ev_per_a=0.82 e_tot_ev=-50493.814 e_lumo_ev="-2.6791 / -5.1704" homo_energy_ev="-10.944 / -12.125" total_charge=+1 spin_multiplicity=5 de_lowest_kj_mol=0.0
O 4.19 -0.32 4.59
C 3.82 -1.02 -0.02
H -0.49 2.36 0.34
N -2.69 -0.54 0.81
C -3.45 -3.19 0.28
C 3.49 -0.33 3.61
H -4.71 -5.86 -1.37
N 1.49 1.85 1.01
H 6.10 -0.91 3.07
O -0.76 -1.49 -2.15
N 2.34 3.86 0.86
H -3.52 1.77 -4.34
C -4.38 -4.84 -1.20
C 1.03 3.95 0.46
H -3.32 -0.12 1.48
H 3.11 -1.03 -0.84
O -0.93 0.00 2.15
H 5.56 -1.50 -1.20
N 3.32 -0.74 1.19
H 3.66 5.07 1.96
C -4.55 1.15 -0.68
N -0.48 -0.83 0.10
C 0.51 2.70 0.56
H -4.87 0.97 0.34
C 3.30 4.96 0.94
C -3.27 0.53 -2.62
C 8.54 -1.70 0.58
H 0.59 4.88 0.14
O 8.72 -1.58 1.71
Pd 1.31 -0.16 1.71
C -3.81 1.60 -3.32
H -5.81 2.85 -0.90
H 3.52 2.23 1.56
C -3.11 -0.87 -0.52
H -4.15 -1.87 -2.79
C -0.90 -1.15 -1.06
C 5.49 -0.95 2.18
C -5.09 2.21 -1.38
H -3.81 -5.22 0.84
C -3.63 0.29 -1.30
C -4.72 2.44 -2.70
H 2.80 5.88 0.64
H -3.05 -2.92 1.24
C 5.93 -1.23 0.92
C 5.17 -1.28 -0.22
C -4.47 -3.90 -2.22
H 4.13 4.78 0.27
C -4.07 -2.60 -2.00
C -3.56 -2.21 -0.74
O 2.22 -0.06 3.56
H -4.87 -4.18 -3.18
H -2.55 -0.12 -3.12
H -5.15 3.27 -3.24
C 2.57 2.58 1.19
C -1.38 -0.43 1.08
C 4.12 -0.70 2.26
O 8.38 -1.83 -0.56
C -3.87 -4.48 0.05